Record 1
{"formula": "C24H52N6O14P2", "method": "ωB97M-V/def2-TZVPD", "symbols": ["C", "N", "C", "P", "O", "N", "C", "C", "N", "C", "C", "H", "H", "H", "H", "H", "H", "H", "H", "H", "H", "H", "H", "H", "H", "H", "H", "H", "H", "C", "N", "C", "P", "O", "N", "C", "C", "N", "C", "C", "H", "H", "H", "H", "H", "H", "H", "H", "H", "H", "H", "H", "H", "H", "H", "H", "H", "H", "O", "C", "O", "C", "C", "O", "H", "H", "H", "H", "O", "C", "O", "C", "C", "O", "H", "H", "H", "H", "O", "C", "O", "C", "C", "O", "H", "H", "H", "H", "O", "C", "O", "C", "C", "O", "H", "H", "H", "H"], "positions_angstrom": [[-2.528, -6.389, -2.139], [-1.585, -5.502, -2.804], [-0.645, -6.046, -3.773], [-1.308, -3.960, -2.295], [0.088, -3.658, -1.917], [-1.740, -2.991, -3.582], [-1.052, -1.784, -3.966], [-2.918, -3.338, -4.348], [-2.389, -3.568, -1.115], [-3.520, -2.674, -1.316], [-2.246, -4.136, 0.219], [-2.460, -6.332, -1.057], [-2.342, -7.411, -2.464], [-3.565, -6.132, -2.389], [-0.285, -5.259, -4.431], [-1.187, -6.818, -4.320], [0.226, -6.500, -3.291], [0.026, -1.891, -3.859], [-1.306, -1.557, -5.005], [-1.349, -0.882, -3.409], [-3.485, -4.134, -3.868], [-3.585, -2.477, -4.476], [-2.683, -3.715, -5.353], [-4.321, -3.152, -1.901], [-3.972, -2.438, -0.356], [-3.213, -1.774, -1.843], [-1.203, -4.438, 0.354], [-2.841, -5.039, 0.403], [-2.484, -3.398, 0.984], [5.795, 2.694, 4.086], [4.573, 1.967, 4.331], [4.413, 0.765, 3.536], [3.301, 2.711, 5.122], [3.774, 3.829, 5.953], [2.239, 3.246, 3.962], [2.221, 4.656, 3.592], [1.608, 2.367, 3.006], [2.544, 1.461, 5.863], [1.153, 1.513, 6.294], [3.310, 0.357, 6.406], [5.932, 3.435, 4.873], [5.750, 3.242, 3.130], [6.695, 2.074, 4.060], [5.272, 0.117, 3.724], [4.377, 1.011, 2.468], [3.496, 0.268, 3.825], [2.650, 5.258, 4.384], [2.696, 4.782, 2.612], [1.174, 4.958, 3.454], [1.986, 2.488, 1.986], [1.674, 1.334, 3.343], [0.529, 2.574, 2.999], [0.957, 0.885, 7.155], [0.815, 2.534, 6.473], [0.524, 1.158, 5.465], [4.363, 0.591, 6.541], [3.299, -0.510, 5.728], [2.860, -0.028, 7.319], [-2.285, 1.435, -2.784], [-3.276, 1.157, -3.365], [-3.504, 1.401, -4.685], [-4.698, 0.729, -5.105], [-5.224, 0.092, -3.794], [-4.386, 0.644, -2.816], [-5.359, 1.502, -5.483], [-4.489, -0.065, -5.818], [-5.198, -1.000, -3.762], [-6.292, 0.288, -3.679], [1.939, 2.257, -0.886], [3.106, 2.180, -1.074], [3.798, 1.025, -1.121], [5.207, 1.276, -1.191], [5.295, 2.815, -1.303], [3.925, 3.233, -1.251], [5.789, 0.778, -0.426], [5.467, 0.900, -2.182], [5.690, 3.115, -2.269], [5.817, 3.303, -0.483], [-5.734, 2.270, -0.689], [-4.692, 2.790, -0.493], [-3.592, 2.132, -0.071], [-2.538, 3.021, 0.268], [-3.123, 4.393, -0.086], [-4.413, 4.105, -0.634], [-2.232, 2.956, 1.306], [-1.722, 2.766, -0.408], [-2.607, 4.976, -0.847], [-3.226, 5.016, 0.805], [0.240, -0.681, 2.283], [0.229, -0.669, 1.090], [1.320, -0.819, 0.326], [0.963, -0.809, -1.074], [-0.473, -0.246, -1.056], [-0.858, -0.445, 0.325], [1.677, -0.150, -1.548], [0.999, -1.840, -1.418], [-1.142, -0.944, -1.550], [-0.500, 0.769, -1.427]], "relative_energy_kcal_mol": 0.0, "lumo_ev": 0.432, "gap_ev": 8.4, "multiplicity": 1, "smiles": "CN(C)P(=O)(N(C)C)N(C)C.CN(C)P(=O)(N(C)C)N(C)C.O=C1OCCO1.O=C1OCCO1.O=C1OCCO1.O=C1OCCO1"}



Record 2
{"formula": "C24H52NO16P", "method": "ωB97M-V/def2-TZVPD", "symbols": ["N", "H", "H", "H", "H", "P", "O", "O", "O", "O", "O", "C", "O", "C", "C", "C", "H", "H", "H", "H", "H", "H", "H", "H", "O", "C", "O", "C", "C", "C", "H", "H", "H", "H", "H", "H", "H", "H", "O", "C", "O", "C", "C", "C", "H", "H", "H", "H", "H", "H", "H", "H", "O", "C", "O", "C", "C", "C", "H", "H", "H", "H", "H", "H", "H", "H", "O", "C", "O", "C", "C", "C", "H", "H", "H", "H", "H", "H", "H", "H", "O", "C", "O", "C", "C", "C", "H", "H", "H", "H", "H", "H", "H", "H"], "positions_angstrom": [[0.669, -0.265, -0.489], [0.723, 0.336, 0.149], [1.328, -0.995, -0.767], [0.469, 0.219, -1.348], [-0.280, -0.652, -0.433], [-0.830, -1.860, -2.865], [0.444, -1.285, -3.294], [-0.427, -2.587, -1.529], [-1.450, -2.684, -3.963], [-1.702, -0.746, -2.600], [-5.159, -1.844, 1.605], [-4.477, -2.399, 0.776], [-4.742, -3.584, 0.298], [-5.986, -4.323, 0.513], [-6.094, -5.608, -0.344], [-3.120, -1.963, 0.207], [-6.619, -3.544, 0.305], [-6.041, -4.570, 1.499], [-5.197, -6.159, -0.340], [-6.077, -5.275, -1.371], [-6.919, -6.245, 0.028], [-3.118, -2.189, -0.828], [-2.196, -2.527, 0.577], [-2.879, -0.928, 0.360], [0.172, 2.860, -6.372], [0.625, 3.512, -5.358], [1.347, 3.097, -4.291], [1.809, 1.820, -4.189], [3.009, 1.689, -3.318], [0.293, 5.024, -5.324], [2.121, 1.320, -5.015], [0.957, 1.153, -3.861], [3.463, 0.947, -3.362], [2.665, 1.676, -2.319], [3.569, 2.450, -3.474], [0.617, 5.345, -6.203], [0.505, 5.536, -4.444], [-0.753, 5.094, -5.310], [0.480, 4.712, -1.599], [0.359, 3.509, -1.305], [1.098, 2.794, -0.473], [2.210, 3.425, 0.075], [3.174, 2.407, 0.633], [-0.894, 2.796, -1.763], [1.762, 4.063, 0.876], [2.867, 4.050, -0.593], [4.314, 2.841, 0.898], [3.430, 1.734, -0.181], [2.588, 1.796, 1.230], [-1.236, 2.268, -0.981], [-0.868, 2.214, -2.678], [-1.829, 3.421, -2.011], [-0.395, 0.962, 2.151], [-1.057, 1.725, 2.970], [-2.190, 1.357, 3.659], [-2.645, 0.061, 3.505], [-4.016, -0.316, 4.029], [-0.675, 3.135, 3.139], [-2.026, -0.642, 3.979], [-2.811, -0.268, 2.526], [-4.513, -1.455, 3.874], [-4.907, 0.512, 3.425], [-4.207, -0.127, 5.102], [-0.535, 3.728, 2.415], [0.214, 3.062, 3.611], [-1.041, 3.715, 3.827], [-0.210, -2.967, 3.645], [0.839, -2.437, 3.271], [1.673, -1.599, 3.851], [1.171, -1.055, 5.101], [2.027, 0.218, 5.346], [1.285, -2.680, 1.796], [1.276, -1.830, 5.966], [0.146, -0.995, 5.039], [2.872, 0.053, 5.245], [1.733, 0.629, 6.354], [1.777, 1.006, 4.759], [1.873, -1.911, 1.342], [0.312, -2.892, 1.305], [1.948, -3.580, 1.921], [3.013, -3.133, -0.258], [2.607, -2.420, -1.182], [3.012, -1.185, -1.476], [3.964, -0.549, -0.612], [4.247, 0.742, -1.358], [1.581, -2.933, -2.171], [4.833, -1.331, -0.527], [3.684, -0.348, 0.494], [4.928, 1.324, -0.692], [3.321, 1.390, -1.576], [4.743, 0.557, -2.176], [2.065, -3.716, -2.797], [1.080, -2.082, -2.601], [0.830, -3.568, -1.668]], "relative_energy_kcal_mol": 165.2, "lumo_ev": 3.557, "gap_ev": 2.6, "multiplicity": 1, "total_charge": -2}



Record 3
{"formula": "C24H52NO7S2", "method": "ωB97M-V/def2-TZVPD", "symbols": ["C", "C", "C", "C", "C", "C", "C", "C", "C", "C", "C", "C", "C", "C", "O", "S", "O", "O", "O", "C", "S", "C", "O", "O", "H", "H", "H", "H", "H", "H", "H", "H", "H", "H", "H", "H", "H", "H", "H", "H", "H", "H", "H", "H", "H", "H", "H", "H", "H", "H", "H", "H", "H", "H", "H", "H", "C", "C", "N", "C", "C", "C", "C", "C", "O", "C", "H", "H", "H", "H", "H", "H", "H", "H", "H", "H", "H", "H", "H", "H", "H", "H", "H", "H", "H", "H"], "positions_angstrom": [[3.112, -2.272, 3.377], [2.208, -1.224, 2.738], [2.011, -1.411, 1.242], [1.017, -0.405, 0.627], [1.687, 0.812, -0.037], [1.273, 2.196, 0.453], [-0.214, 2.518, 0.315], [-1.195, 2.148, 1.449], [-0.770, 2.270, 2.893], [-1.869, 1.707, 3.844], [-3.325, 2.089, 3.534], [-4.080, 1.074, 2.643], [-5.349, 0.487, 3.281], [-5.493, -1.035, 3.088], [0.393, 1.432, 3.148], [1.414, 2.061, 4.158], [1.028, 1.757, 5.490], [2.735, 1.809, 3.725], [1.037, 3.582, 3.833], [-0.336, 3.668, 3.470], [-0.336, 5.234, 2.507], [-2.007, 5.519, 1.975], [0.550, 5.138, 1.382], [-0.050, 6.248, 3.484], [4.057, -2.334, 2.840], [2.627, -3.245, 3.430], [3.354, -1.965, 4.393], [1.238, -1.193, 3.239], [2.658, -0.240, 2.908], [1.628, -2.419, 1.058], [2.974, -1.328, 0.732], [0.472, -0.971, -0.137], [0.279, -0.137, 1.380], [1.534, 0.774, -1.120], [2.763, 0.718, 0.120], [1.782, 2.896, -0.216], [1.687, 2.414, 1.433], [-0.336, 3.574, 0.101], [-0.572, 2.001, -0.582], [-2.095, 2.741, 1.311], [-1.520, 1.116, 1.314], [-1.776, 0.623, 3.759], [-1.608, 1.950, 4.870], [-3.363, 3.079, 3.080], [-3.858, 2.160, 4.479], [-3.412, 0.266, 2.343], [-4.362, 1.571, 1.713], [-6.221, 0.944, 2.814], [-5.414, 0.728, 4.340], [-5.965, -1.510, 3.944], [-4.533, -1.507, 2.886], [-6.124, -1.254, 2.226], [-0.882, 3.952, 4.371], [-1.955, 6.133, 1.082], [-2.461, 6.101, 2.773], [-2.586, 4.614, 1.833], [-1.056, -1.828, -4.340], [0.186, -2.077, -5.171], [1.467, -1.514, -4.597], [1.314, -0.025, -4.479], [2.595, -1.718, -5.587], [3.009, -3.145, -5.905], [1.799, -1.998, -3.202], [1.875, -3.487, -2.928], [0.636, -4.109, -3.174], [0.722, -5.500, -3.470], [-1.310, -0.771, -4.276], [-1.891, -2.327, -4.830], [-0.976, -2.240, -3.338], [0.083, -1.608, -6.151], [0.337, -3.138, -5.325], [1.021, 0.372, -5.448], [2.267, 0.397, -4.173], [0.561, 0.203, -3.733], [3.444, -1.161, -5.195], [2.258, -1.222, -6.496], [3.705, -3.542, -5.171], [3.540, -3.136, -6.856], [2.171, -3.831, -6.011], [1.041, -1.562, -2.553], [2.758, -1.542, -2.954], [2.118, -3.573, -1.861], [2.684, -3.970, -3.475], [1.630, -5.946, -3.061], [0.699, -5.660, -4.552], [-0.140, -5.993, -3.027]], "lumo_ev": -2.314, "gap_ev": 10.2, "multiplicity": 1, "total_charge": 1}



Record 4
{"formula": "C24H52O8Si2", "method": "ωB97M-V/def2-TZVPD", "symbols": ["O", "C", "O", "C", "C", "C", "Si", "O", "Si", "H", "H", "H", "H", "H", "H", "H", "H", "H", "H", "H", "H", "C", "C", "C", "O", "C", "H", "H", "H", "H", "H", "H", "H", "H", "C", "C", "C", "O", "C", "H", "H", "H", "H", "H", "H", "H", "H", "C", "C", "C", "O", "C", "H", "H", "H", "H", "H", "H", "H", "H", "C", "C", "C", "O", "C", "H", "H", "H", "H", "H", "H", "H", "H", "C", "C", "C", "O", "C", "H", "H", "H", "H", "H", "H", "H", "H"], "positions_angstrom": [[1.604, -3.218, -0.716], [2.347, -2.936, -1.605], [1.978, -3.169, -2.898], [3.704, -2.283, -1.371], [3.635, -1.171, -0.293], [3.573, 0.292, -0.801], [2.330, 0.706, -2.140], [2.765, 2.098, -2.936], [4.230, 2.365, -3.638], [2.755, -3.428, -3.416], [4.123, -1.909, -2.313], [4.364, -3.092, -1.018], [2.770, -1.382, 0.347], [4.519, -1.261, 0.351], [3.289, 0.932, 0.050], [4.581, 0.620, -1.093], [2.247, -0.391, -3.128], [0.990, 0.911, -1.572], [5.096, 3.169, -2.751], [4.038, 3.071, -4.918], [4.894, 1.063, -3.897], [-1.638, -4.482, -2.807], [-2.024, -5.752, -3.563], [-2.831, -5.180, -4.724], [-2.272, -3.900, -5.007], [-1.389, -3.511, -3.950], [-0.762, -4.590, -2.169], [-2.474, -4.136, -2.195], [-1.130, -6.257, -3.935], [-2.594, -6.464, -2.966], [-3.885, -5.062, -4.449], [-2.778, -5.791, -5.626], [-0.355, -3.560, -4.302], [-1.604, -2.478, -3.675], [0.809, 4.479, 0.322], [0.195, 3.728, 1.504], [1.114, 2.519, 1.619], [2.406, 2.965, 1.180], [2.295, 4.248, 0.557], [0.542, 5.534, 0.289], [0.500, 4.017, -0.619], [0.252, 4.339, 2.408], [-0.845, 3.444, 1.347], [0.777, 1.705, 0.973], [1.203, 2.125, 2.630], [2.711, 5.010, 1.227], [2.878, 4.241, -0.364], [-0.043, -2.062, 4.738], [-1.021, -0.997, 5.232], [-0.421, 0.265, 4.625], [0.187, -0.132, 3.397], [0.256, -1.564, 3.331], [-0.455, -3.070, 4.735], [0.860, -2.056, 5.352], [-2.017, -1.181, 4.825], [-1.098, -0.942, 6.317], [0.341, 0.695, 5.286], [-1.165, 1.035, 4.412], [-0.484, -1.945, 2.624], [1.253, -1.839, 2.981], [-2.644, -6.143, 1.498], [-1.176, -6.107, 1.072], [-0.925, -4.608, 0.979], [-1.759, -4.010, 1.983], [-2.708, -4.963, 2.459], [-2.942, -7.080, 1.966], [-3.292, -5.969, 0.636], [-0.545, -6.558, 1.840], [-0.986, -6.618, 0.129], [-1.201, -4.222, -0.004], [0.106, -4.319, 1.175], [-2.429, -5.275, 3.473], [-3.689, -4.489, 2.504], [-2.724, 8.898, -0.805], [-3.327, 8.153, 0.385], [-2.389, 6.958, 0.502], [-1.109, 7.417, 0.067], [-1.233, 8.689, -0.570], [-2.998, 9.951, -0.846], [-3.031, 8.427, -1.741], [-3.273, 8.769, 1.284], [-4.365, 7.856, 0.235], [-2.713, 6.134, -0.141], [-2.295, 6.582, 1.522], [-0.824, 9.463, 0.087], [-0.650, 8.675, -1.491]], "lumo_ev": 0.480, "gap_ev": 9.6, "multiplicity": 1}



Record 5
{"formula": "C24H53N6O11P", "method": "ωB97M-V/def2-TZVPD", "symbols": ["O", "N", "O", "C", "O", "O", "C", "C", "P", "O", "O", "O", "C", "C", "C", "C", "C", "N", "H", "H", "H", "H", "H", "H", "H", "H", "H", "C", "O", "C", "C", "C", "N", "H", "H", "H", "H", "H", "H", "H", "H", "H", "H", "H", "C", "O", "C", "C", "C", "N", "H", "H", "H", "H", "H", "H", "H", "H", "H", "H", "H", "C", "O", "C", "C", "C", "N", "H", "H", "H", "H", "H", "H", "H", "H", "H", "H", "H", "C", "O", "C", "C", "C", "N", "H", "H", "H", "H", "H", "H", "H", "H", "H", "H", "H"], "positions_angstrom": [[5.435, 5.387, -2.237], [4.556, 6.172, -2.438], [4.602, 6.425, -3.821], [3.454, 5.697, -4.336], [3.551, 5.194, -5.468], [2.353, 5.606, -3.463], [1.248, 4.874, -4.053], [1.424, 3.283, -4.078], [1.906, 2.509, -2.431], [0.707, 1.864, -1.685], [2.945, 1.187, -2.823], [2.811, 3.514, -1.410], [-0.069, 5.289, -3.197], [-1.358, 5.376, -4.024], [-2.644, 5.821, -3.230], [-2.319, 6.089, -1.725], [-0.947, 5.908, -1.057], [0.178, 5.503, -1.821], [1.062, 5.216, -5.142], [2.218, 2.957, -4.847], [0.447, 2.768, -4.415], [3.541, 1.001, -2.057], [2.270, 4.243, -1.029], [-1.393, 5.135, -5.139], [-3.664, 5.962, -3.706], [-3.183, 6.448, -1.056], [-0.865, 6.111, 0.072], [-2.531, 1.978, -7.001], [-3.012, 2.606, -5.824], [-4.418, 2.496, -5.629], [-4.860, 1.165, -4.988], [-4.859, -0.011, -5.961], [-4.028, 0.825, -3.826], [-3.247, 2.041, -7.826], [-2.278, 0.936, -6.795], [-1.611, 2.484, -7.303], [-4.685, 3.305, -4.940], [-4.959, 2.696, -6.562], [-5.893, 1.295, -4.644], [-3.853, -0.377, -6.176], [-5.418, -0.851, -5.541], [-5.333, 0.263, -6.908], [-4.108, 1.573, -3.140], [-3.054, 0.880, -4.128], [-2.382, -4.521, -2.586], [-1.953, -3.181, -2.753], [-2.662, -2.230, -1.963], [-2.157, -2.111, -0.510], [-2.610, -3.259, 0.388], [-0.692, -2.011, -0.453], [-3.458, -4.591, -2.405], [-1.827, -4.995, -1.774], [-2.149, -5.067, -3.504], [-2.504, -1.264, -2.453], [-3.741, -2.422, -2.000], [-2.579, -1.190, -0.092], [-2.053, -4.181, 0.205], [-2.456, -3.001, 1.440], [-3.674, -3.470, 0.250], [-0.401, -1.186, -0.977], [-0.315, -2.787, -0.998], [3.047, -5.379, 2.400], [1.848, -4.741, 1.994], [1.175, -4.033, 3.031], [1.727, -2.616, 3.295], [3.035, -2.610, 4.082], [1.918, -1.870, 2.046], [2.990, -5.751, 3.427], [3.892, -4.696, 2.289], [3.221, -6.227, 1.735], [0.139, -3.931, 2.692], [1.142, -4.630, 3.951], [0.984, -2.085, 3.901], [3.894, -2.897, 3.472], [3.241, -1.606, 4.466], [2.981, -3.288, 4.939], [1.019, -1.798, 1.569], [2.472, -2.460, 1.424], [3.685, -0.874, 7.901], [3.557, -2.274, 7.716], [3.128, -2.986, 8.872], [1.601, -2.971, 9.094], [1.080, -1.653, 9.660], [0.872, -3.279, 7.856], [4.023, -0.619, 8.910], [2.738, -0.377, 7.681], [4.423, -0.504, 7.186], [3.433, -4.024, 8.707], [3.668, -2.643, 9.763], [1.371, -3.750, 9.829], [1.041, -0.860, 8.910], [0.063, -1.780, 10.041], [1.704, -1.309, 10.490], [1.155, -4.203, 7.533], [1.227, -2.652, 7.133]], "lumo_ev": -0.784, "gap_ev": 7.8, "multiplicity": 1, "smiles": "O=NOC(=O)O[C@@H](CP(=O)(O)O)c1ccccn1.COC[C@@H](C)N.COC[C@@H](C)N.COC[C@@H](C)N.COC[C@@H](C)N"}